Entry 1:
C22H70O13 | ωB97M-V/def2-TZVPD

Values from the calculation:
highest occupied orbital energy = -9.819 eV
ΔE to the lowest compared entry with this formula, charge and spin = 25.4 kcal per mole
LUMO level = 0.17 eV
energy = -1858.181114 a.u.

```
! wB97M-V def2-TZVPD RIJCOSX def2/J DEFGRID3
* xyz 0 1
H -28.3285 23.3203 -20.6633
O -24.2209 25.4502 -18.2329
O -33.6707 23.4785 -19.4160
O -28.3413 22.5310 -17.3355
H -28.4997 23.0303 -18.1706
C -26.9416 22.2576 -17.3201
H -27.0259 22.9898 -14.0310
H -24.7979 17.5150 -19.2488
H -29.2918 25.3668 -18.9703
H -31.7187 21.1933 -17.8361
C -33.2220 22.7083 -18.2621
O -23.8817 20.2678 -17.1900
H -29.3272 20.9761 -14.2416
H -28.2759 21.6932 -21.9125
H -25.0870 19.4507 -13.2992
C -26.7231 25.7575 -15.3835
H -27.6957 17.3986 -18.1786
H -26.9753 22.6805 -12.2250
H -28.2821 18.9964 -21.5646
C -32.0472 21.8492 -18.6475
H -24.6809 21.7397 -12.5890
H -24.3606 27.4605 -18.5965
O -24.5393 23.6295 -13.4187
H -29.0287 21.0870 -16.5485
H -25.9751 21.4434 -20.2791
H -25.7983 23.1709 -20.4898
H -24.7014 25.2650 -17.4139
C -25.1335 22.3353 -13.3912
O -28.7838 19.7904 -21.3676
C -25.9022 17.6424 -13.7759
H -25.3162 16.9658 -13.1516
H -31.2390 24.6180 -20.1517
H -23.4118 26.9961 -17.1524
C -22.9132 22.2664 -18.0143
H -23.6609 22.4014 -18.7973
C -27.4384 26.0543 -16.6893
H -30.7820 19.1831 -19.6781
H -30.9629 26.0113 -14.9624
H -23.2824 18.3472 -14.1970
C -23.6348 26.7426 -18.1902
O -28.6696 23.6563 -19.7977
O -23.9160 18.5560 -14.8944
H -27.0428 21.3754 -13.3364
H -26.5079 18.6376 -17.6479
H -29.7073 24.5867 -16.1418
H -34.0932 22.1253 -17.9576
H -27.2431 17.5251 -16.5039
H -31.0152 25.0363 -17.1263
H -25.2044 24.5472 -14.9619
H -24.2695 22.1069 -16.3526
O -27.7771 22.5009 -22.1017
H -22.5651 23.2880 -17.8229
O -31.4560 25.2082 -15.1433
H -30.3706 24.4045 -21.6847
H -24.5815 21.9857 -21.1564
H -26.9226 26.7906 -17.3064
H -29.5573 19.2615 -14.3894
H -26.6702 21.5620 -18.1199
H -23.6194 23.5007 -13.6776
C -25.1412 18.8702 -14.2271
H -26.7526 17.9392 -13.1518
C -26.8521 17.6078 -17.5225
H -25.9979 15.6267 -17.5123
C -29.7849 19.0542 -19.2625
C -25.6361 22.2116 -20.9776
O -29.4469 20.2901 -16.1606
C -26.6345 22.3792 -13.2145
H -22.7668 26.8031 -18.8430
H -26.4296 26.6572 -14.8417
C -23.4087 21.5734 -16.7718
H -24.9354 21.7937 -14.3213
H -32.9653 23.4631 -17.5193
H -30.8326 26.0041 -20.9958
H -26.3722 17.0981 -14.5955
O -25.2726 16.6873 -19.1144
H -33.6159 24.4057 -19.1833
C -28.8078 20.0087 -19.9389
H -31.1901 22.4298 -18.9966
H -29.8042 19.3274 -18.2020
H -24.8523 16.8659 -17.0893
H -26.3373 21.2098 -22.7901
C -30.7992 24.4992 -16.1926
H -27.3529 25.1323 -14.7460
H -27.9549 19.9220 -14.7528
H -29.0537 21.0506 -19.7396
C -25.6913 16.6458 -17.7609
H -28.4785 26.3664 -16.5499
H -25.9992 22.9365 -22.9986
H -26.7273 21.7555 -16.3738
H -22.6150 21.4287 -16.0335
H -31.0582 23.4476 -16.1820
H -23.9057 19.7443 -16.3677
C -26.3898 22.1898 -22.3097
C -29.0286 20.1044 -14.8346
H -27.7888 19.8434 -19.5740
H -25.7421 19.4229 -14.9514
H -32.2556 21.1857 -19.4925
H -29.4695 18.0146 -19.3348
H -27.5432 25.1745 -17.3309
H -22.0813 21.7284 -18.4720
C -29.1378 24.9908 -19.9852
O -25.5441 25.0160 -15.7454
C -30.4350 25.0075 -20.7823
H -28.3741 25.6223 -20.4507
H -26.3485 23.1683 -17.4281
*
```

***

Entry 2:
C22H72N2O14 | ωB97M-V/def2-TZVPD

Values from the calculation:
highest occupied orbital energy = -9.233 eV
ΔE to the lowest compared entry with this formula, charge and spin = 52.1 kcal per mole
LUMO level = 0.21 eV
energy = -2043.950177 a.u.

```
! wB97M-V def2-TZVPD RIJCOSX def2/J DEFGRID3
* xyz 0 1
H 0.7620 -0.2483 -1.4276
C -6.0706 1.7373 -1.3800
N -3.5405 -1.9472 -3.1341
H -4.2603 3.0634 2.6929
C 0.6989 1.9991 -3.7901
O 1.5294 -4.5423 -3.1338
O 3.0249 0.3498 -2.1384
H 3.6004 -3.8470 1.9089
C 4.8925 -0.6129 2.0219
H -1.5948 6.3651 -0.9270
H -1.2484 -2.0288 2.8927
H 3.3406 1.5491 0.7378
H 1.4990 -0.1125 0.1726
C 3.8861 -4.0632 0.8779
C 0.5662 -0.3002 -0.3340
H 3.0654 -2.3615 -0.1142
H 3.7325 3.1879 1.1052
H 1.9965 2.7911 0.7759
H -3.9657 1.0401 3.4554
H -0.3522 0.9488 1.1132
H -6.9623 1.4766 -1.9242
H -1.6361 -1.7239 -0.7356
C -1.8755 5.3744 -0.9151
C -2.3813 0.5829 4.4543
H 2.9721 1.9690 -1.3844
O 1.6254 -3.7002 0.3185
H 0.0019 1.7388 -0.5137
C 3.0457 2.5818 0.4858
C 2.0263 -3.4175 -3.8107
H 4.3383 -0.4983 -1.0834
H 3.9308 -5.0726 0.6324
H 1.6409 0.2234 2.8975
H 3.0900 -3.3822 -3.8341
O 0.1641 4.4790 0.0150
H 0.4222 3.0274 -3.9449
C 2.9379 -3.3765 -0.0931
H -1.9973 1.1560 5.2957
H -4.0017 -2.7743 -2.9172
H 0.6232 -4.7064 -3.3814
O -5.3935 -0.4957 -1.0524
H 4.8987 -1.5945 2.4654
H 3.9726 1.0689 4.6124
H -1.2361 3.3568 -1.0569
H -5.3887 2.5658 1.4467
H 1.5063 -1.2926 -3.7725
H -4.2240 0.2644 0.8317
H 5.7410 -0.5109 1.3460
H 1.6400 -4.6566 0.4270
H -2.4019 5.2435 0.0487
C 4.1612 -0.3658 -2.1713
H 3.9074 -0.7085 1.6011
H -3.8676 -1.5114 -3.9941
H 3.9714 -1.3547 -2.5803
C -2.5275 -1.5142 -2.5081
H 0.8008 5.1965 -0.0009
O 0.0310 -1.5602 0.0263
H -1.9536 -1.3474 1.5027
C 1.4568 -1.8993 3.0973
C -2.0480 -2.2146 2.1942
H -4.8015 -1.1789 -1.3736
H -2.2198 2.2625 1.4790
O -3.7879 0.7391 4.2790
C -4.3309 2.9119 1.6260
H -1.8567 0.9678 3.6364
O 0.7132 -0.3842 4.6514
H 4.8504 0.1732 -2.7158
H -6.3715 1.7733 -0.4212
H 0.1013 -0.3400 2.8062
H -1.2787 0.4750 -0.2372
H 0.6493 -2.3063 0.2252
H 3.0168 -3.6854 -1.1507
H -2.5691 5.1280 -1.7543
O 4.0556 0.2458 4.0423
H 4.8583 -3.5821 0.6928
H 0.8520 0.5784 4.8737
H 4.7295 1.5543 2.7540
C -0.7989 4.3437 -1.0396
N -2.3631 -2.1961 -1.4020
H -2.0068 -0.3721 4.5496
O 2.0759 2.0442 -3.8945
H 1.7266 -1.9037 2.0782
H -5.8614 2.7646 -1.7233
C 0.9638 -0.5096 3.3076
H 1.3693 -2.0974 -2.2233
O -1.8829 -0.3287 -2.9537
H 2.7075 0.4543 -3.0140
H 2.2157 2.0576 -4.8288
H 0.1766 1.3663 -4.4796
H -3.2042 2.1217 0.1072
H 5.9757 0.4666 3.3407
C 1.2322 -2.2285 -3.2757
C -3.2486 2.0051 1.1415
H 0.6746 -2.6331 3.0966
C -4.9677 0.6799 -1.6932
H -3.9098 0.8834 -1.4170
H -2.8121 -3.0462 -0.9927
O 3.2948 2.7167 -0.8460
H 2.3831 -2.1718 3.6544
O -3.5665 0.6065 1.4330
H -4.1717 3.8756 1.1326
C 4.9207 0.5086 3.0341
C -0.3091 0.8272 0.0762
H 1.7307 -3.4972 -4.8613
O -1.6338 -3.4616 1.5844
H -0.3132 4.4502 -2.0403
H -4.8719 0.3023 -2.7467
H 0.4598 1.7453 -2.7415
H -2.3575 -4.0728 1.6037
H -3.0296 -2.1968 2.6538
H 0.2186 -2.4316 -3.4331
*
```

***

- What is the formula in the second record?
  C22H72N2O14